Entry 1:
A 6-piece molecular cluster, C36H85N overall. Source: the OMol25 dataset; level of theory: wB97M-V/def2-TZVPD.

The geometry in XYZ format:
```
122
C36H85N, DFT wB97M-V/def2-TZVPD
C -0.341 3.012 -3.281
C -1.222 3.970 -2.452
N -0.538 4.996 -1.729
C -1.108 6.335 -1.580
C -2.379 6.232 -0.814
C 0.181 4.573 -0.552
C 1.618 5.087 -0.328
H -0.730 2.223 -3.904
H 0.268 2.537 -2.462
H 0.114 3.627 -3.884
H -1.886 3.361 -1.909
H -1.930 4.424 -3.177
H -1.152 6.548 -2.635
H -0.444 7.104 -1.060
H -2.271 6.356 0.273
H -2.976 5.262 -0.852
H -3.195 7.104 -1.009
H 0.194 3.506 -0.340
H -0.523 4.902 0.324
H 1.500 6.198 -0.399
H 2.320 4.511 -1.080
H 2.011 4.824 0.616
C -1.539 -3.403 -4.854
C -1.476 -2.393 -6.018
C -0.190 -1.446 -5.796
C 0.043 -0.242 -6.774
C 1.228 0.606 -6.391
C 1.529 1.694 -7.363
H -0.614 -4.111 -4.737
H -2.220 -4.095 -4.982
H -1.634 -2.967 -3.880
H -2.327 -1.646 -6.192
H -1.282 -2.819 -6.885
H 0.679 -2.090 -5.663
H -0.375 -1.098 -4.734
H -0.829 0.296 -6.643
H -0.107 -0.460 -7.787
H 2.056 -0.053 -6.164
H 1.134 0.924 -5.371
H 1.466 1.478 -8.441
H 2.361 2.125 -6.811
H 0.947 2.635 -7.237
C -1.220 -5.048 9.495
C -0.620 -4.424 8.161
C -0.964 -2.881 8.096
C -0.183 -2.248 6.906
C -0.518 -0.694 6.931
C -0.048 -0.109 5.626
H -1.248 -6.116 9.470
H -2.256 -5.032 9.738
H -0.736 -4.747 10.423
H -1.091 -4.893 7.209
H 0.614 -4.505 8.055
H -0.883 -2.429 8.823
H -1.966 -2.605 7.976
H -0.695 -2.851 5.883
H 0.844 -2.505 6.888
H 0.055 -0.316 7.759
H -1.524 -0.227 7.121
H -0.646 -0.565 4.927
H 0.993 -0.337 5.306
H -0.175 0.896 5.405
C 3.820 1.300 -3.884
C 3.366 0.362 -2.771
C 2.997 1.085 -1.487
C 2.525 0.048 -0.468
C 2.358 0.804 0.830
C 1.767 -0.148 1.921
H 4.487 2.007 -3.404
H 3.128 1.738 -4.355
H 4.420 0.893 -4.599
H 4.116 -0.317 -2.463
H 2.562 -0.074 -3.285
H 2.296 1.900 -1.699
H 3.842 1.413 -0.943
H 3.199 -0.812 -0.376
H 1.606 -0.361 -0.819
H 1.700 1.759 0.904
H 3.417 0.950 1.280
H 1.735 0.220 2.926
H 2.349 -1.130 2.078
H 0.812 -0.421 1.419
C -2.244 -0.293 -1.925
C -3.297 0.436 -1.289
C -3.103 0.642 0.285
C -1.956 1.660 0.768
C -1.932 1.686 2.297
C -0.629 2.543 2.708
H -1.181 0.262 -1.901
H -2.675 -0.705 -2.913
H -1.942 -1.164 -1.297
H -4.182 -0.132 -1.356
H -3.785 1.434 -1.692
H -3.150 -0.324 0.683
H -4.151 1.105 0.678
H -2.128 2.499 0.166
H -1.136 1.236 0.269
H -2.002 0.801 2.984
H -2.808 2.309 2.718
H -0.425 3.680 2.648
H 0.277 2.130 2.246
H -0.552 2.281 3.844
C 1.434 -3.947 3.584
C 0.266 -3.508 2.545
C 0.833 -3.698 1.047
C -0.297 -3.340 0.132
C 0.119 -3.902 -1.370
C 0.976 -3.033 -2.005
H 2.123 -3.065 3.814
H 1.908 -4.858 3.362
H 1.083 -4.160 4.526
H 0.165 -2.575 2.852
H -0.689 -4.012 2.871
H 0.968 -4.765 0.907
H 1.795 -3.049 0.938
H -0.475 -2.371 0.185
H -1.252 -3.869 0.473
H -0.784 -3.766 -1.948
H 0.541 -4.980 -1.138
H 0.476 -2.254 -2.336
H 1.290 -3.548 -3.011
H 1.923 -2.642 -1.452
```

Computed properties:
Max |F| = 15.96 eV/A
SMILES = CCN(CC)CC.CCCCCC.CCCCCC.CCCCCC.CCCCCC.CCCCCC
Frontier orbital gap = 8.837 eV
Molar mass = 532.083 g mol⁻¹
HOMO = -8.0 eV
DFT total energy = -1476.84033 a.u.
LUMO level = 0.8 eV
Energy relative to the best compared isomer or geometry (same formula, charge and spin) = 26.0 kcal per mole

Mulliken population analysis, charges in e, atoms 1 to 8: atom 1 (C): -1.43, atom 2 (C): -0.67, atom 3 (N): 0.38, atom 4 (C): -0.41, atom 5 (C): -0.97, atom 6 (C): 0.43, atom 7 (C): -1.28, atom 8 (H): 0.50


Entry 2:
C36H86N12O18SZr as an isolated structure. Source: the OMol25 dataset; level of theory: wB97M-V/def2-TZVPD.

The geometry in XYZ format:
```
154
C36H86N12O18SZr, DFT wB97M-V/def2-TZVPD
Zr -36.121 -37.059 -3.276
O -35.821 -35.110 -3.881
H -35.780 -34.394 -4.545
O -38.138 -37.254 -2.877
H -38.944 -37.803 -2.820
S -33.410 -37.518 -3.968
O -32.397 -36.518 -4.299
O -34.604 -37.372 -4.767
O -33.018 -38.897 -4.051
O -34.096 -37.205 -2.722
C -31.281 -35.310 -10.373
O -30.615 -34.460 -10.993
N -30.914 -35.686 -9.110
C -29.778 -35.116 -8.446
C -31.792 -36.685 -8.421
H -32.191 -35.696 -10.857
H -29.175 -35.865 -7.932
H -30.037 -34.535 -7.560
H -28.978 -34.749 -9.088
H -31.925 -36.355 -7.391
H -32.787 -36.808 -8.849
H -31.312 -37.664 -8.429
C -31.671 -40.724 -1.926
O -30.457 -40.677 -1.669
N -32.345 -41.864 -2.002
C -33.762 -41.706 -2.177
C -31.844 -43.242 -2.080
H -32.410 -39.913 -2.015
H -34.284 -42.349 -2.886
H -34.250 -40.745 -2.338
H -34.236 -41.956 -1.228
H -30.952 -43.074 -2.684
H -31.594 -43.610 -1.085
H -32.445 -43.960 -2.638
C -33.333 -30.651 -1.648
O -32.761 -29.928 -0.813
N -34.631 -31.067 -1.654
C -35.209 -31.710 -2.786
C -35.467 -30.800 -0.403
H -32.833 -31.026 -2.554
H -34.466 -31.727 -3.583
H -36.151 -31.226 -3.042
H -35.384 -32.750 -2.511
H -35.025 -30.151 0.353
H -36.388 -30.291 -0.686
H -35.679 -31.695 0.183
C -26.306 -38.701 -6.662
O -26.859 -39.217 -7.624
N -26.706 -38.531 -5.438
C -25.965 -37.747 -4.479
C -27.982 -39.034 -4.964
H -25.280 -38.304 -6.616
H -25.811 -38.394 -3.615
H -26.478 -36.859 -4.111
H -24.989 -37.405 -4.823
H -27.676 -39.693 -4.152
H -28.752 -38.321 -4.668
H -28.435 -39.664 -5.729
C -36.570 -35.514 -0.283
O -36.353 -36.046 -1.354
N -35.575 -34.820 0.326
C -35.739 -34.424 1.711
C -34.264 -34.621 -0.343
H -37.525 -35.554 0.262
H -35.000 -34.820 2.408
H -36.732 -34.607 2.122
H -35.593 -33.344 1.720
H -33.396 -34.432 0.289
H -33.899 -35.474 -0.916
H -34.228 -33.769 -1.022
C -32.595 -37.978 1.049
O -33.042 -39.026 0.569
N -31.807 -37.001 0.371
C -31.602 -37.034 -1.120
C -31.310 -35.810 1.120
H -32.671 -37.698 2.111
H -32.185 -37.899 -1.437
H -30.540 -37.101 -1.356
H -32.020 -36.088 -1.467
H -30.547 -35.200 0.635
H -32.086 -35.227 1.616
H -30.771 -36.113 2.017
C -35.825 -32.713 -6.020
O -36.179 -31.603 -6.071
N -34.577 -33.030 -6.505
C -34.106 -34.370 -6.177
C -33.738 -32.167 -7.368
H -36.340 -33.618 -5.664
H -33.685 -34.469 -5.176
H -33.345 -34.812 -6.821
H -34.893 -35.111 -6.309
H -34.077 -31.147 -7.553
H -32.787 -32.076 -6.843
H -33.515 -32.571 -8.355
C -35.944 -39.396 -0.613
O -35.999 -38.716 -1.637
N -36.912 -40.247 -0.276
C -36.923 -41.127 0.917
C -38.123 -40.253 -1.086
H -35.204 -39.256 0.190
H -37.060 -42.187 0.699
H -37.573 -40.695 1.679
H -36.002 -41.081 1.498
H -37.958 -40.278 -2.164
H -38.849 -41.015 -0.804
H -38.709 -39.353 -0.897
C -36.029 -40.011 -5.205
O -36.227 -39.137 -4.283
N -36.861 -41.014 -5.549
C -36.332 -42.101 -6.436
C -38.192 -41.134 -4.949
H -35.078 -40.033 -5.759
H -35.242 -42.114 -6.423
H -36.709 -41.981 -7.452
H -36.698 -43.054 -6.055
H -38.425 -40.191 -4.455
H -38.932 -41.250 -5.741
H -38.323 -42.073 -4.410
C -27.233 -34.065 -4.573
O -26.877 -34.633 -3.562
N -28.530 -33.540 -4.698
C -28.739 -32.425 -5.582
C -29.558 -34.022 -3.790
H -26.549 -33.643 -5.325
H -27.890 -31.957 -6.082
H -29.276 -31.557 -5.198
H -29.385 -32.792 -6.379
H -30.289 -34.535 -4.416
H -29.195 -34.764 -3.079
H -30.096 -33.170 -3.376
C -37.905 -36.539 -6.423
O -37.231 -36.913 -5.416
N -37.497 -36.566 -7.715
C -36.073 -36.877 -8.135
C -38.458 -36.232 -8.792
H -38.874 -36.045 -6.251
H -35.395 -36.829 -7.283
H -35.816 -36.189 -8.941
H -35.985 -37.881 -8.548
H -39.152 -35.471 -8.434
H -37.841 -35.925 -9.637
H -39.039 -37.152 -8.849
C -32.378 -41.151 -8.253
O -33.599 -40.927 -8.131
N -31.465 -40.849 -7.289
C -30.156 -41.583 -7.494
C -31.878 -40.302 -6.005
H -31.982 -41.815 -9.037
H -29.899 -41.830 -8.524
H -29.859 -42.461 -6.920
H -29.296 -40.938 -7.314
H -30.978 -40.278 -5.391
H -32.341 -39.334 -6.198
H -32.636 -40.995 -5.638
```

Computed properties:
Max |F| = 5.47 eV/A
Frontier orbital gap = 8.635 eV
Molar mass = 1098.441 g mol⁻¹
HOMO = -8.6 eV
DFT total energy = -3879.97480 a.u.
LUMO level = 0.0 eV

Mulliken population analysis, charges in e, atoms 1 to 8: atom 1 (Zr): 0.91, atom 2 (O): -0.83, atom 3 (H): -0.56, atom 4 (O): -0.76, atom 5 (H): 0.13, atom 6 (S): 0.49, atom 7 (O): -0.56, atom 8 (O): 0.21


Entry 3:
A 8-piece molecular cluster, C36H86N2O8 overall. Source: the OMol25 dataset; level of theory: wB97M-V/def2-TZVPD.

The geometry in XYZ format:
```
132
C36H86N2O8, DFT wB97M-V/def2-TZVPD
C 3.774 3.291 3.960
C 4.005 1.904 3.367
C 2.917 0.966 3.912
C 3.850 2.038 1.864
C 4.395 0.903 1.010
C 5.862 0.737 1.398
C 6.081 0.480 2.872
C 5.611 -0.950 3.227
C 7.562 0.567 3.171
N 5.363 1.491 3.647
O 5.648 1.437 5.018
H 2.747 3.609 3.765
H 3.958 3.354 5.032
H 4.433 4.018 3.481
H 1.909 1.362 3.776
H 2.924 -0.030 3.463
H 3.044 0.813 4.990
H 2.794 2.202 1.612
H 4.321 2.976 1.552
H 3.800 -0.017 1.063
H 4.291 1.165 -0.046
H 6.347 1.650 1.032
H 6.321 -0.039 0.773
H 6.272 -1.704 2.802
H 4.581 -1.129 2.917
H 5.597 -1.111 4.311
H 7.837 0.234 4.174
H 7.964 1.580 3.073
H 8.154 -0.052 2.490
H 5.247 0.622 5.361
C -4.117 0.460 -1.731
C -2.926 1.013 -0.945
C -2.716 2.490 -1.300
C -3.253 0.891 0.544
C -2.036 0.928 1.457
C -1.021 -0.137 1.041
C -0.574 0.099 -0.392
C 0.382 1.288 -0.508
C 0.174 -1.172 -0.801
N -1.767 0.167 -1.229
O -1.341 0.276 -2.597
H -4.234 -0.604 -1.524
H -5.037 0.935 -1.383
H -4.020 0.650 -2.802
H -2.647 2.726 -2.368
H -3.502 3.123 -0.889
H -1.771 2.843 -0.882
H -3.972 1.658 0.826
H -3.774 -0.067 0.663
H -1.623 1.941 1.496
H -2.416 0.762 2.473
H -1.506 -1.106 1.158
H -0.175 -0.060 1.726
H 0.100 2.160 0.085
H 0.493 1.477 -1.575
H 1.338 0.993 -0.064
H 1.123 -1.233 -0.253
H 0.465 -1.194 -1.853
H -0.342 -2.102 -0.561
H -1.872 0.992 -2.969
C 2.689 4.326 -1.746
C 1.632 4.459 -2.837
C 1.843 3.395 -3.919
O 0.359 4.162 -2.212
H 3.626 4.870 -1.888
H 2.985 3.278 -1.611
H 2.273 4.669 -0.796
H 1.570 5.450 -3.274
H 1.464 2.426 -3.601
H 2.879 3.338 -4.270
H 1.329 3.655 -4.852
H 0.483 3.301 -1.796
C 1.952 -6.431 -2.460
C 2.111 -5.622 -1.178
C 0.766 -5.138 -0.647
O 2.803 -6.364 -0.177
H 2.917 -6.603 -2.947
H 1.384 -5.869 -3.205
H 1.522 -7.420 -2.288
H 2.727 -4.752 -1.415
H 0.299 -5.951 -0.087
H 0.078 -4.868 -1.454
H 0.808 -4.216 -0.066
H 2.280 -7.147 0.022
C -7.215 3.138 4.581
C -5.841 3.625 4.132
C -5.594 3.269 2.671
O -5.828 5.046 4.308
H -7.680 3.704 5.387
H -7.148 2.093 4.901
H -7.962 3.129 3.782
H -5.133 3.134 4.807
H -4.988 4.033 2.183
H -6.526 3.178 2.110
H -5.118 2.293 2.546
H -4.933 5.354 4.139
C -5.908 -3.730 0.128
C -6.630 -2.458 0.555
C -6.090 -1.930 1.867
O -6.464 -1.421 -0.405
H -5.978 -3.888 -0.951
H -6.338 -4.590 0.648
H -4.850 -3.721 0.388
H -7.684 -2.677 0.762
H -5.831 -2.717 2.572
H -6.835 -1.269 2.327
H -5.238 -1.253 1.755
H -6.672 -1.779 -1.274
C 4.909 0.559 -3.150
C 3.504 0.055 -3.391
C 3.182 -0.055 -4.877
O 3.352 -1.214 -2.735
H 5.627 -0.229 -3.400
H 5.048 0.835 -2.105
H 5.244 1.394 -3.768
H 2.759 0.685 -2.889
H 2.109 -0.062 -5.093
H 3.534 -1.032 -5.232
H 3.634 0.717 -5.496
H 2.798 -1.785 -3.275
C -3.457 -4.245 -3.720
C -3.111 -2.956 -2.999
C -2.603 -3.209 -1.583
O -2.045 -2.356 -3.757
H -4.110 -4.025 -4.564
H -3.916 -4.955 -3.036
H -2.537 -4.675 -4.117
H -3.967 -2.273 -3.017
H -2.630 -2.297 -0.971
H -1.567 -3.535 -1.609
H -3.231 -3.904 -1.025
H -1.859 -1.518 -3.319
```

Computed properties:
Max |F| = 1.64 eV/A
SMILES = CC1(C)CCCC(C)(C)N1O.CC1(C)CCCC(C)(C)N1O.CC(C)O.CC(C)O.CC(C)O.CC(C)O.CC(C)O.CC(C)O
Frontier orbital gap = 8.776 eV
Molar mass = 675.090 g mol⁻¹
HOMO = -8.3 eV
DFT total energy = -2134.54256 a.u.
LUMO level = 0.4 eV
Energy relative to the best compared isomer or geometry (same formula, charge and spin) = 33.8 kcal per mole

Mulliken population analysis, charges in e, atoms 1 to 8: atom 1 (C): -2.05, atom 2 (C): 1.98, atom 3 (C): -1.75, atom 4 (C): -1.27, atom 5 (C): 1.03, atom 6 (C): -1.58, atom 7 (C): 1.97, atom 8 (C): -1.61